Record 1
{
  "formula": "C4H8O",
  "method": "ωB97M-V with the def2-TZVPD basis set",
  "symbols": ["O", "C", "C", "C", "C", "H", "H", "H", "H", "H", "H", "H", "H"],
  "xyz": [[1.0998, -0.4967, 0.1852], [1.6152, 0.8525, 1.1670], [0.0134, -0.1298, -0.6517], [-1.1826, 0.5231, -0.0622], [-1.2731, -0.8835, -0.6074], [0.7830, -1.1053, 0.8649], [1.9234, 1.4254, 0.2670], [2.5627, 0.3522, 1.4606], [0.4176, 0.2210, -1.5932], [-1.1769, 0.6570, 1.0155], [-1.6294, 1.3398, -0.6176], [-1.3700, -1.6859, 0.1207], [-1.7829, -1.0698, -1.5489]],
  "nbo_charge": [-0.543, -0.519, 0.077, -0.437, -0.449, 0.511, 0.112, 0.116, 0.209, 0.253, 0.225, 0.217, 0.228],
  "lumo_energy_ev": 0.8,
  "energy_ha": -232.2531,
  "homo_lumo_gap_ev": 8.41,
  "e_homo_ev": -7.63,
  "e_above_lowest_kcal_mol": 120.82,
  "spin_multiplicity": 1
}


Record 2
{
  "formula": "C4H8O",
  "method": "ωB97M-V with the def2-TZVPD basis set",
  "symbols": ["C", "C", "C", "C", "O", "H", "H", "H", "H", "H", "H", "H", "H"],
  "xyz": [[0.0748, 1.8248, 0.3769], [-0.7520, -0.7060, -0.8451], [0.5928, -1.2154, -0.5492], [0.0483, -1.2848, 0.8728], [-1.2201, -0.9557, 0.3564], [-0.9973, 2.0347, 0.3472], [0.5318, 2.4881, 1.1093], [0.4998, 2.0449, -0.6079], [-1.2110, -0.0109, -1.5346], [0.6740, -2.2414, -0.9321], [1.4465, -0.5844, -0.7879], [0.2587, 0.7984, 0.7246], [0.0537, -2.1922, 1.4696]],
  "nbo_charge": [-0.866, 0.150, -0.571, -0.060, -0.369, 0.210, 0.214, 0.203, 0.192, 0.264, 0.250, 0.219, 0.164],
  "lumo_energy_ev": [0.4, 0.8],
  "energy_ha": -232.2752,
  "homo_lumo_gap_ev": [7.98, 8.72],
  "e_homo_ev": [-7.54, -7.95],
  "e_above_lowest_kcal_mol": 106.96,
  "spin_multiplicity": 1
}


Copy entry 1 word for word.
{
  "formula": "C4H8O",
  "method": "ωB97M-V with the def2-TZVPD basis set",
  "symbols": ["O", "C", "C", "C", "C", "H", "H", "H", "H", "H", "H", "H", "H"],
  "xyz": [[1.0998, -0.4967, 0.1852], [1.6152, 0.8525, 1.1670], [0.0134, -0.1298, -0.6517], [-1.1826, 0.5231, -0.0622], [-1.2731, -0.8835, -0.6074], [0.7830, -1.1053, 0.8649], [1.9234, 1.4254, 0.2670], [2.5627, 0.3522, 1.4606], [0.4176, 0.2210, -1.5932], [-1.1769, 0.6570, 1.0155], [-1.6294, 1.3398, -0.6176], [-1.3700, -1.6859, 0.1207], [-1.7829, -1.0698, -1.5489]],
  "nbo_charge": [-0.543, -0.519, 0.077, -0.437, -0.449, 0.511, 0.112, 0.116, 0.209, 0.253, 0.225, 0.217, 0.228],
  "lumo_energy_ev": 0.8,
  "energy_ha": -232.2531,
  "homo_lumo_gap_ev": 8.41,
  "e_homo_ev": -7.63,
  "e_above_lowest_kcal_mol": 120.82,
  "spin_multiplicity": 1
}